Computed, not measured: C36H42N3NbP2SSi2 as an isolated structure at a distorted geometry, with ωB97M-V with the def2-TZVPD basis set.

Last column: Löwdin charge in e.
Geometry (Å):
Nb  11.65958  11.62667  10.37401  1.599
C  15.84058  10.79439  9.76174  -0.179
Si  15.19836  11.76864  11.17924  0.309
C  14.95340  10.63893  12.65735  -0.170
C  16.43005  13.13132  11.60739  -0.144
N  13.64085  12.33791  10.71265  -0.411
P  13.18230  13.98864  10.66783  0.816
C  11.59709  13.65014  10.10413  -0.524
P  9.90735  13.73177  10.25210  0.801
N  9.64139  11.98798  10.36949  -0.418
Si  8.06582  11.12736  10.40255  0.383
C  8.40832  9.55147  9.47523  -0.169
C  6.73034  11.92778  9.41308  -0.173
C  7.50873  11.27584  12.19530  -0.171
C  9.44569  14.96876  11.45249  -0.349
C  8.69056  14.62967  12.60302  -0.076
C  7.97104  15.59480  13.27257  -0.041
C  8.01117  16.92087  12.76767  -0.035
C  8.82666  17.30180  11.69118  -0.022
C  9.58567  16.28226  11.05827  -0.087
C  9.10630  14.22592  8.73851  -0.342
C  7.97955  15.03745  8.71323  -0.076
C  7.52568  15.54945  7.48740  -0.048
C  8.18934  15.26048  6.32352  -0.060
C  9.25791  14.35514  6.30576  -0.027
C  9.72693  13.86836  7.54813  -0.081
C  13.40815  14.91623  12.24316  -0.269
C  12.41070  14.85206  13.21560  -0.085
C  12.53328  15.55408  14.41211  -0.046
C  13.71958  16.24517  14.71580  -0.022
C  14.76258  16.25203  13.76666  -0.038
C  14.58993  15.66257  12.51185  -0.094
C  14.12376  14.96186  9.50370  -0.338
C  14.95563  14.28718  8.63735  -0.100
C  15.85765  15.02508  7.88423  -0.044
C  15.84804  16.42634  7.88506  -0.039
C  15.02637  17.06830  8.78145  -0.052
C  14.18035  16.34918  9.63014  -0.082
H  16.78272  10.26803  9.99995  0.058
H  15.13875  10.02094  9.41091  0.027
H  16.05049  11.34744  8.83253  0.031
H  15.88049  10.64171  13.24822  0.048
H  14.14316  11.02720  13.30466  0.009
H  14.77687  9.62146  12.37447  0.015
H  17.42063  12.62618  11.65436  0.065
H  16.47238  13.85948  10.78109  0.027
H  16.16349  13.63044  12.53351  0.023
H  8.85555  9.86895  8.52415  0.040
H  9.09727  8.94631  10.05074  0.004
H  7.50435  8.97282  9.24406  0.055
H  7.08124  12.19849  8.41267  0.037
H  5.89596  11.21688  9.26565  0.064
H  6.30125  12.82329  9.83454  0.028
H  8.33609  11.40844  12.86963  -0.021
H  6.85711  12.16362  12.28778  0.039
H  6.87839  10.42745  12.53516  0.056
H  8.68802  13.58206  12.94248  0.094
H  7.31441  15.36810  14.10036  0.117
H  7.33741  17.62369  13.23850  0.114
H  8.84308  18.33311  11.35648  0.117
H  10.30903  16.48468  10.26453  0.123
H  7.46448  15.30283  9.62731  0.114
H  6.68264  16.26593  7.44391  0.132
H  7.82584  15.71660  5.42160  0.115
H  9.67243  14.02654  5.34830  0.119
H  10.57505  13.21678  7.58981  0.082
H  11.54517  14.21476  12.98957  0.083
H  11.74623  15.48525  15.12801  0.104
H  13.91517  16.70224  15.68715  0.121
H  15.74445  16.65213  13.95508  0.115
H  15.36252  15.77806  11.77563  0.096
H  14.97281  13.16189  8.67117  0.091
H  16.55138  14.51265  7.25144  0.109
H  16.52630  16.97604  7.26225  0.116
H  15.01119  18.17306  8.78718  0.129
H  13.50885  16.83764  10.33515  0.116
S  11.34860  10.80385  12.73703  0.679
C  11.68754  9.27318  12.01279  -0.745
C  11.88289  8.08950  12.72391  -0.054
C  12.09442  6.95124  11.95294  -0.006
C  12.31780  7.01288  10.55213  -0.020
C  12.17862  8.24845  9.92011  -0.108
N  11.82532  9.34369  10.65110  -0.147
H  11.96931  8.08460  13.79921  0.125
H  12.10716  6.02378  12.47565  0.116
H  12.55426  6.06612  10.03492  0.129
H  12.28198  8.34125  8.83307  0.124

Atomic forces in eV per Å
-0.1 0.1 2.2
0.5 -0.8 -1.2
1.5 -0.8 1.1
0.3 1.1 0.4
-0.2 -0.5 -0.8
-2.6 2.0 -0.9
0.8 -0.4 0.3
-0.2 -1.0 0.9
-0.3 -1.3 -0.6
1.5 2.6 -0.5
-0.9 0.2 0.3
-0.1 0.1 0.4
-0.2 0.1 -0.8
-0.8 -0.5 -0.2
-1.2 -1.1 1.4
0.3 -0.8 -0.3
0.3 1.1 -0.9
-0.1 -0.6 0.0
0.2 -1.4 0.5
0.0 1.2 0.0
0.0 0.4 -0.3
-0.4 0.4 -0.5
-0.4 0.7 1.1
0.4 -0.7 -0.4
0.0 -0.2 0.9
-0.6 0.4 -1.4
0.2 0.0 -0.2
-0.1 -0.3 -0.4
0.9 0.0 -0.1
0.5 -0.6 -0.7
-0.8 -0.5 -0.5
-1.0 -0.4 0.5
0.0 -0.2 0.7
0.7 -1.0 -0.1
-0.2 0.2 -0.5
0.1 -1.3 0.6
-0.8 1.2 0.4
-0.3 0.1 -0.7
-0.4 0.2 0.1
0.0 0.0 0.4
0.1 0.2 0.4
-0.2 0.0 -0.1
0.4 -0.3 -0.3
-0.3 -0.7 -0.2
-0.6 0.4 0.2
0.1 -0.1 0.4
0.3 0.0 0.1
0.0 -0.2 0.1
0.3 -0.5 -0.2
0.2 0.2 0.2
-0.1 -0.1 0.0
0.4 0.1 0.2
-0.1 0.3 0.3
0.4 -0.2 0.4
0.3 -0.3 -0.2
0.5 0.3 -0.2
-0.2 0.6 -0.2
0.2 -0.1 0.1
0.2 0.3 -0.1
0.2 -0.2 0.0
-0.5 0.3 -0.1
0.0 0.0 0.0
0.5 -0.7 0.2
0.1 0.0 -0.4
0.1 0.2 0.5
0.5 -0.3 -0.2
0.2 0.5 0.4
-0.4 0.1 0.4
-0.4 -0.1 -0.3
0.0 0.4 0.3
0.2 -0.2 -0.1
0.0 1.4 -0.4
0.3 -0.2 -0.3
0.1 0.1 -0.2
0.0 -0.7 0.2
0.3 0.1 -0.2
0.0 1.2 -0.2
0.7 -0.2 -0.9
0.2 0.1 -1.2
0.2 0.8 -0.5
-0.4 -0.1 0.4
-0.2 -0.9 0.8
0.3 -0.3 -0.4
-0.5 0.0 0.1
0.3 -0.7 0.1
-0.2 0.9 0.1
0.0 0.2 0.5

Output
* relative energy (zero: lowest compared OMol25 entry of this formula, charge and spin): 1.118 eV
* charge: +2
* E_HOMO (alpha / beta): -13.9 / -13.9 eV
* frontier orbital gap (alpha / beta): 0.2399 / 0.2399 Ha

=====

Computed, not measured: a 7-piece molecular cluster, C31H51NO8 overall at a distorted geometry, with ωB97M-V with the def2-TZVPD basis set.

Last column: Löwdin charge in e.
Geometry (Å):
C  -15.07198  32.51877  23.95390  0.060
N  -13.72945  31.98706  24.14988  -0.457
O  -13.43057  31.65736  25.28152  0.058
O  -12.98562  31.81989  23.20646  0.046
H  -14.96674  33.36124  23.27034  0.084
H  -15.31486  32.70168  25.00064  0.098
H  -15.54805  31.67302  23.45774  0.113
C  -11.28898  35.31831  22.45710  -0.111
C  -10.62300  36.29969  23.18211  -0.082
C  -10.17174  37.44406  22.49516  -0.072
C  -10.60214  37.65727  21.20667  -0.122
C  -11.13341  36.66750  20.49527  -0.110
C  -11.51724  35.46795  21.09575  -0.075
H  -11.50837  34.39728  22.97669  0.080
H  -10.30761  36.14444  24.20330  0.099
H  -9.72936  38.27749  23.02061  0.101
H  -10.43156  38.60246  20.71280  0.109
H  -11.49420  36.76570  19.48207  0.106
H  -12.18499  34.80203  20.56940  0.083
C  -15.62867  32.09970  20.37185  -0.086
C  -16.99490  32.15007  19.82628  -0.059
C  -17.54632  33.34536  19.47178  -0.108
C  -16.90390  34.52639  19.84030  -0.081
C  -15.59071  34.45617  20.28901  -0.083
C  -14.95538  33.22560  20.50356  -0.148
H  -15.12337  31.19987  20.69024  0.087
H  -17.42031  31.20561  19.52062  0.095
H  -18.48619  33.28878  18.94277  0.102
H  -17.24752  35.53432  19.66030  0.100
H  -15.02273  35.36896  20.39209  0.098
H  -13.93949  33.25467  20.86897  0.088
C  -15.67736  35.18228  27.69928  -0.125
C  -16.21491  36.44537  27.71600  -0.113
C  -16.03236  37.30061  28.77269  -0.076
C  -15.21196  36.83851  29.79281  -0.111
C  -14.50825  35.67625  29.74435  -0.084
C  -14.77670  34.81004  28.66172  -0.078
H  -15.87635  34.57231  26.83052  0.089
H  -16.82628  36.68354  26.85816  0.112
H  -16.44808  38.29308  28.68005  0.091
H  -15.00065  37.54598  30.58099  0.101
H  -13.93328  35.42365  30.62299  0.102
H  -14.32578  33.82942  28.62360  0.099
C  -5.64191  31.47009  27.59983  -0.093
O  -6.44320  31.10136  26.44011  -0.154
C  -7.75119  30.72462  26.84857  -0.244
C  -8.79643  30.99188  25.84686  -0.254
O  -8.81304  32.34712  25.52177  -0.143
C  -9.81912  32.67716  24.56064  -0.096
H  -5.36174  30.59736  28.18970  0.079
H  -6.05430  32.15995  28.33611  0.081
H  -4.73249  31.93228  27.21585  0.083
H  -8.05901  31.19944  27.78018  0.123
H  -7.78492  29.65399  27.05032  0.126
H  -9.71069  30.57220  26.26649  0.131
H  -8.56957  30.39692  24.96217  0.130
H  -9.83116  32.22049  23.57099  0.087
H  -9.68296  33.74633  24.39799  0.068
H  -10.83256  32.50994  24.92542  0.066
C  -13.08768  28.42239  19.78314  -0.101
O  -12.01607  29.14688  19.21112  -0.148
C  -11.65717  30.15207  20.09668  -0.225
C  -11.07129  31.31249  19.26096  -0.191
O  -11.93105  31.89111  18.30762  -0.193
C  -11.43338  32.96507  17.59062  -0.123
H  -13.91053  29.11810  19.94750  0.074
H  -12.86669  27.89645  20.71193  0.089
H  -13.36577  27.63522  19.08234  0.090
H  -11.01682  29.91207  20.94547  0.131
H  -12.53448  30.62383  20.53926  0.095
H  -10.22667  30.90981  18.70189  0.122
H  -10.73041  32.13431  19.89065  0.118
H  -11.14885  33.83400  18.18400  0.076
H  -12.19028  33.22076  16.84912  0.093
H  -10.57586  32.58033  17.03858  0.087
C  -15.93924  40.43098  27.01495  -0.118
O  -15.45597  39.32229  26.24973  -0.198
C  -14.15627  39.45945  25.64022  -0.158
C  -13.66411  38.03697  25.43298  -0.225
O  -14.31308  37.48111  24.35062  -0.164
C  -14.49501  36.12355  24.36529  -0.113
H  -15.78863  41.41432  26.56945  0.083
H  -15.48893  40.42406  28.00756  0.078
H  -17.00478  40.44018  27.24440  0.082
H  -13.52419  40.10256  26.25258  0.124
H  -14.22281  39.90219  24.64641  0.124
H  -13.78202  37.51688  26.38361  0.120
H  -12.59241  37.94429  25.25701  0.120
H  -14.40299  35.72759  25.37664  0.077
H  -13.66777  35.83358  23.71745  0.072
H  -15.38876  35.88385  23.78921  0.093

Atomic forces in eV per Å
0.6 -0.1 0.0
1.7 -0.9 0.4
-0.1 0.1 0.3
-0.1 0.3 -0.7
-0.4 0.0 0.3
-1.0 0.3 -0.6
-0.7 0.4 0.2
0.5 -0.4 0.2
1.3 0.6 -1.1
-1.4 0.0 1.4
1.8 1.8 0.1
-2.4 -2.5 -1.4
-0.3 0.6 0.8
-0.5 -0.1 -0.1
-0.2 -0.1 0.2
0.3 -0.1 0.2
0.2 0.2 0.1
0.3 0.5 -0.3
0.4 -0.4 -0.2
-3.2 -2.0 -0.8
3.1 -1.1 0.4
-0.6 -0.2 0.4
1.5 0.4 -0.3
-0.4 0.0 -0.4
1.1 3.0 0.7
-0.3 -0.5 -0.3
-0.4 0.0 0.2
-0.2 0.5 0.1
-0.6 -0.2 -0.2
0.0 0.1 0.2
0.2 -0.3 0.0
0.6 -0.1 -0.4
-1.1 0.0 -0.7
0.3 -0.5 -0.7
0.1 2.4 0.4
-0.8 -1.3 -0.6
0.6 -0.4 1.3
0.0 -0.3 0.1
-0.1 0.5 0.0
0.0 0.0 0.6
-0.1 -0.1 0.4
0.4 -0.3 -0.3
0.2 -0.1 0.0
0.4 -0.5 -0.9
0.0 0.8 1.8
0.6 -0.4 0.8
0.5 -0.5 -1.0
-1.0 0.0 -0.8
-0.1 1.1 0.5
0.0 -0.4 -0.2
-0.8 0.3 -0.5
0.0 -0.1 -0.1
0.3 0.4 0.2
0.1 -0.3 0.1
-0.6 0.4 0.0
0.0 -0.1 -0.4
0.9 -0.6 0.0
-0.1 0.0 0.0
-0.1 -0.1 0.5
-0.2 -0.5 -0.8
-0.1 -0.9 0.9
-0.4 3.0 -1.1
1.1 0.0 -0.2
-2.0 -1.0 1.1
0.5 -0.6 -0.8
-0.3 -0.2 0.0
0.4 0.3 0.3
-0.2 0.2 -0.2
0.4 -0.5 -0.2
-0.6 -0.3 0.3
0.5 0.0 0.0
0.3 -0.1 0.5
0.0 0.1 0.2
0.0 0.2 0.2
0.5 0.5 -0.2
0.6 0.1 0.2
-0.6 0.7 0.0
-0.7 -0.3 0.1
1.1 0.5 0.9
-1.6 2.1 0.1
1.2 -0.5 -1.2
0.4 0.0 -0.3
0.5 0.1 0.1
-0.2 -0.9 -0.6
0.3 -0.3 0.2
-0.3 0.3 -0.1
-0.6 -0.4 0.1
0.5 0.6 -0.1
-0.4 -0.4 -0.2
0.2 -1.4 0.2
-0.4 -0.2 0.6

Output
* relative energy (zero: lowest compared OMol25 entry of this formula, charge and spin): 1.205 eV
* charge: 0
* SMILES: C[N+](=O)[O-].c1ccccc1.c1ccccc1.c1ccccc1.COCCOC.COCCOC.COCCOC
* E_HOMO: -9.2 eV
* frontier orbital gap: 0.3409 Ha

=====

Computed, not measured: one molecule with the formula C9H13NO3S at a distorted geometry, with ωB97M-V with the def2-TZVPD basis set.

Last column: Löwdin charge in e.
Geometry (Å):
C  -3.82943  -0.29786  0.45977  -0.286
C  -0.64995  0.47056  -0.70716  -0.292
C  1.61172  -0.05014  -0.46445  -0.574
C  -3.52280  -1.77629  0.34979  -0.423
C  -1.76134  -0.14122  -0.30540  -0.526
C  -0.97343  2.77849  0.41422  -0.117
C  3.61366  -1.79179  0.73467  -0.045
C  -0.57912  2.03670  -0.85754  -0.151
C  3.81132  -0.92662  -0.45089  -0.156
N  -2.94980  0.48566  0.02109  0.034
O  0.39399  -0.28327  -1.04084  0.067
O  1.83223  0.68582  0.45564  0.157
O  2.45125  -0.84148  -1.10323  0.026
S  -1.79435  -1.86258  -0.22926  1.063
H  -4.82562  -0.10796  0.90106  0.107
H  -3.71886  -2.14757  1.38091  0.083
H  -4.17967  -2.50603  -0.16448  0.075
H  -0.74031  3.85762  0.30159  0.081
H  -0.45777  2.36181  1.30842  0.087
H  -1.99349  2.70402  0.68977  0.038
H  2.65631  -2.40747  0.37768  0.155
H  4.41172  -2.39112  0.90305  0.046
H  3.28295  -1.16907  1.47086  0.044
H  0.50775  2.28470  -1.27428  0.149
H  -1.24132  2.38458  -1.68136  0.115
H  4.39256  -1.41951  -1.19908  0.111
H  4.25181  0.07001  -0.29053  0.134

Atomic forces in eV per Å
-4.3 -4.4 1.0
3.7 6.3 -1.5
-0.1 -0.2 -0.1
-0.5 -0.7 1.3
-7.4 -1.4 2.1
1.6 0.6 0.8
-4.1 -0.7 -3.1
1.5 -1.3 -1.2
-0.9 0.5 -1.3
5.9 2.3 -2.0
1.1 -0.7 -0.3
-0.2 -0.1 -0.2
1.6 0.7 0.2
-0.8 -0.3 0.6
0.9 0.7 -0.4
0.9 -0.2 -0.1
0.3 0.8 -0.7
0.0 -0.6 0.2
0.1 0.4 -0.7
-1.1 -0.2 -0.4
2.2 0.6 1.2
2.3 -1.8 1.0
-0.5 1.1 2.7
-2.2 -0.4 1.3
0.1 -0.5 0.4
0.3 -0.3 -0.6
-0.6 -0.3 0.1

Output
* relative energy (zero: lowest compared OMol25 entry of this formula, charge and spin): 0.000 eV
* charge: 0
* 2S+1: 3
* E_HOMO (alpha / beta): -4.9 / -9.6 eV
* expectation value of S²: 2.0123
* frontier orbital gap (alpha / beta): 0.2055 / 0.2865 Ha

=====

no.,energy (eV)
1,-89192.1779
2,-50835.0560
3,-28006.8694